Entry 1:
C37H28Cl3F3N3O5OsPS2 | ωB97M-V/def2-TZVPD

The geometry in XYZ format:
```
83
Properties=species:S:1:pos:R:3:mulliken_spin:R:1
Os 0.75 -0.96 0.31 2.4688
Cl -0.38 1.76 0.89 0.0282
C -0.20 3.29 0.10 -0.0008
C 0.56 4.29 0.69 0.0055
C 0.68 5.51 0.04 -0.0027
C 0.04 5.72 -1.17 0.0077
C -0.70 4.71 -1.76 -0.0180
C -0.81 3.46 -1.15 0.0266
P -1.69 2.00 -1.88 0.0287
C -0.27 1.03 -2.46 0.3988
C 1.11 1.25 -1.96 -0.0230
C 2.21 0.91 -2.96 0.0823
C 1.98 -0.41 -3.72 0.0508
C 0.56 -0.85 -3.78 0.3551
C -0.47 -0.11 -3.26 -0.0515
C -2.30 2.77 -3.44 -0.0143
C -3.54 3.39 -3.37 0.0076
C -4.05 4.08 -4.46 0.0017
C -3.33 4.13 -5.65 0.0025
C -2.10 3.48 -5.73 0.0035
C -1.59 2.81 -4.64 0.0252
H 1.04 4.12 1.64 0.0005
H 1.28 6.29 0.49 -0.0002
H 0.12 6.68 -1.67 0.0004
H -1.19 4.88 -2.71 -0.0011
H 1.25 2.26 -1.57 0.0137
H 2.69 1.73 -3.50 0.0004
H 2.41 -0.41 -4.73 0.0237
H 0.35 -1.76 -4.33 -0.0210
H -1.49 -0.42 -3.47 0.0151
H -4.11 3.34 -2.45 -0.0014
H -5.01 4.57 -4.40 0.0000
H -3.72 4.66 -6.50 0.0003
H -1.54 3.51 -6.66 0.0007
H -0.63 2.31 -4.71 -0.0042
N 5.51 -0.16 4.20 0.0075
C 4.48 -0.33 3.35 0.0117
C 4.59 -1.11 2.19 -0.0117
C 3.51 -1.26 1.36 0.0297
N 2.31 -0.70 1.60 -0.0503
C 2.19 0.05 2.71 0.0000
C 3.23 0.26 3.59 -0.0006
H 6.44 -0.47 3.96 -0.0003
H 5.41 0.43 5.00 -0.0004
H 5.53 -1.58 1.93 -0.0003
H 3.59 -1.86 0.47 -0.0019
H 1.23 0.49 2.91 -0.0048
H 3.06 0.87 4.47 -0.0006
Cl 4.10 1.83 -0.03 0.0024
C 4.21 0.62 -1.26 0.0184
C 5.37 0.25 -1.79 0.0028
C 5.42 -0.71 -2.88 0.0049
C 4.33 -1.35 -3.32 -0.0128
C 2.99 -1.11 -2.73 0.0288
Cl 2.46 -2.63 -1.94 0.0322
C 2.91 0.13 -1.82 0.0633
N 1.70 0.26 -1.00 0.2799
H 6.30 0.67 -1.42 0.0002
H 6.38 -0.90 -3.33 0.0001
H 4.39 -2.09 -4.11 0.0027
F -3.28 -3.95 -1.15 0.0000
C -2.51 -3.58 -0.13 0.0025
F -3.13 -2.61 0.53 0.0009
F -2.35 -4.62 0.69 -0.0001
S -0.83 -3.06 -0.79 -0.0242
O -0.74 -3.78 -2.02 0.0076
O 0.12 -3.40 0.26 0.0642
O -0.93 -1.59 -0.91 0.0240
O -2.14 -7.12 4.96 0.0002
C -2.67 -5.92 5.26 -0.0006
O -3.53 -5.84 6.10 0.0021
C -2.15 -4.75 4.50 0.0119
C -0.90 -4.72 3.89 -0.0049
C -0.48 -3.61 3.19 0.0106
C -1.32 -2.50 3.06 0.0284
S -0.85 -1.04 2.22 0.0518
C -2.57 -2.52 3.68 0.0168
C -2.98 -3.63 4.40 -0.0055
H -1.53 -7.05 4.22 0.0000
H -0.21 -5.55 4.00 -0.0004
H 0.50 -3.59 2.73 0.0028
H -3.22 -1.66 3.58 0.0017
H -3.94 -3.65 4.89 -0.0002
```

Properties
Molecular weight   1043.34 g mol⁻¹
Kohn-Sham gap (spin up / spin down)   7.210 / 6.450 eV
LUMO energy (spin up / spin down)   -0.002 / -0.041 hartree
2S+1   5

Entry 2:
C6H13NO | ωB97M-V/def2-TZVPD

The geometry in XYZ format:
```
21
Properties=species:S:1:pos:R:3:nbo_charge:R:1
C 0.25 0.97 -0.09 0.1889
C 0.35 0.03 1.00 -0.0073
C 1.39 1.12 -1.07 -0.6642
C -0.58 2.20 0.06 -0.6656
N -0.84 -0.75 -1.02 -0.7996
C -0.54 -1.45 0.27 -0.1175
C -0.03 -2.75 0.24 -0.4765
O -0.27 0.27 2.23 -0.7208
H -0.70 -0.56 2.48 0.4704
H 1.39 -0.22 1.25 0.1691
H -1.81 -0.86 -1.32 0.3765
H -0.26 -1.13 -1.77 0.3653
H -1.48 -1.41 0.83 0.1870
H 1.18 1.78 -1.90 0.2186
H 2.26 1.51 -0.53 0.2243
H 1.68 0.18 -1.54 0.2143
H -0.91 2.60 -0.90 0.2095
H 0.02 2.96 0.56 0.2247
H -1.47 2.03 0.67 0.2308
H -0.39 -3.50 0.93 0.1936
H 0.79 -3.04 -0.40 0.1786
```

Properties
Molecular weight   115.18 g mol⁻¹
Kohn-Sham gap (spin up / spin down)   6.685 / 8.112 eV
LUMO energy (spin up / spin down)   0.006 / 0.032 hartree

Entry 3:
C18H28AuN | ωB97M-V/def2-TZVPD

The geometry in XYZ format:
```
48
Properties=species:S:1:pos:R:3:mulliken_spin:R:1
C -1.42 -1.34 -3.71 -0.0004
H -1.28 -1.94 -4.62 0.0000
H -2.31 -0.72 -3.93 0.0000
H -1.58 -2.03 -2.87 0.0001
C -0.24 -0.44 -3.26 0.0090
H -0.63 0.22 -2.47 -0.0038
H 0.53 -1.09 -2.80 -0.0003
C 0.49 0.43 -4.31 0.0005
H 1.53 0.64 -4.02 -0.0001
H 0.52 -0.03 -5.30 0.0000
H 0.00 1.39 -4.49 0.0002
C 0.12 1.22 2.10 0.2462
C 0.64 2.03 1.03 0.3109
C -0.43 2.36 0.16 0.3331
C -1.63 1.81 0.67 0.3086
C -1.33 1.11 1.91 0.3403
C -2.35 0.69 2.91 0.0002
C -2.97 1.88 0.00 0.0010
C -0.31 3.13 -1.10 0.0112
C 2.05 2.42 0.84 -0.0043
C 0.95 0.69 3.21 -0.0102
Au -0.52 -0.80 1.17 0.2480
H -3.62 1.02 0.26 0.0070
H -3.51 2.82 0.25 0.0317
H -2.85 1.83 -1.10 0.0052
H -3.28 0.44 2.39 0.0022
H -2.02 -0.23 3.41 0.0118
H -2.58 1.45 3.68 0.0236
H 1.92 0.39 2.80 0.0068
H 1.14 1.37 4.04 0.0207
H 0.45 -0.21 3.59 0.0066
H 2.23 2.76 -0.18 -0.0001
H 2.32 3.25 1.51 0.0418
H 2.75 1.60 1.05 0.0182
H -1.04 2.80 -1.85 0.0014
H -0.50 4.19 -0.87 0.0412
H 0.69 3.06 -1.54 0.0084
C 2.55 -4.18 1.32 0.0042
C 2.70 -3.19 0.36 -0.0016
C 1.62 -2.40 0.01 0.0033
N 0.43 -2.55 0.65 -0.0202
C 0.23 -3.59 1.50 0.0035
C 1.30 -4.38 1.90 -0.0028
H 3.41 -4.71 1.69 0.0001
H 3.67 -2.91 -0.03 -0.0001
H 1.72 -1.54 -0.66 -0.0018
H -0.76 -3.69 1.96 -0.0012
H 1.17 -5.04 2.76 0.0000
```

Properties
Molecular weight   455.40 g mol⁻¹
Kohn-Sham gap (spin up / spin down)   9.301 / 6.090 eV
Charge   +2
LUMO energy (spin up / spin down)   -0.245 / -0.376 hartree
2S+1   3

Entry 4:
C3H5N | ωB97M-V/def2-TZVPD

The geometry in XYZ format:
```
9
Properties=species:S:1:pos:R:3:nbo_charge:R:1
C 1.31 -0.50 -1.35 0.2736
C -0.02 -0.15 -0.39 -0.4990
C -0.55 0.40 1.17 -0.5466
N 2.16 -0.42 -2.10 -0.3648
H -0.56 -1.14 -0.32 0.2299
H -0.39 0.43 -1.28 0.2423
H 0.30 0.85 1.66 0.2246
H -0.86 -0.47 1.75 0.2126
H -1.40 0.99 0.86 0.2273
```

Properties
Molecular weight   55.08 g mol⁻¹
Kohn-Sham gap   12.086 eV
LUMO energy   0.026 hartree
SMILES   CCC#N